Here is the ion C4H6N4O2 with charge +2 at a distorted geometry from OMol25. Energies are from ωB97M-V/def2-TZVPD.

Structure (ORCA input):
```
! RIJCOSX wB97M-V def2-TZVPD def2/J DEFGRID3
* xyz 2 1
C 0.97206 1.70807 0.17634
C 1.50567 -0.52386 -0.25231
C -0.24958 0.96958 0.13146
C -2.09774 -0.13678 0.09062
N -1.18347 -1.07308 -0.14972
N 1.94425 0.87061 -0.03670
N -3.37432 -0.34310 0.18113
N 0.05567 -0.30320 -0.10299
O -1.54485 1.12566 0.25301
O 2.06316 -1.32870 0.64677
H 1.08907 2.77454 0.35743
H 1.69486 -0.78859 -1.31636
H 2.94346 1.08447 0.02473
H -3.72966 -1.28889 0.05004
H -4.04131 0.38757 0.41382
H 2.18406 -2.26451 0.40918
*
```

Calculated values
Relative energy (zero: lowest compared OMol25 entry of this formula, charge and spin) in kcal per mole: 0.0
Frontier orbital gap (alpha / beta) in eV: 7.351 / 7.349
LUMO energy (alpha / beta) in hartree: -0.41593 / -0.41596
HOMO level (alpha / beta) in eV: -18.67 / -18.67

***

Here is the molecule C3H5NO2S2 at a distorted geometry from OMol25. Energies are from ωB97M-V/def2-TZVPD.

Structure (ORCA input):
```
! RIJCOSX wB97M-V def2-TZVPD def2/J DEFGRID3
* xyz 0 1
C 1.07560 1.72414 0.83670
C -0.07913 -0.53303 -0.50607
C -1.20086 -1.59333 -0.60938
H 1.78246 2.54532 0.80884
H 0.43203 1.85060 1.95952
H 1.69120 0.69387 0.79045
H -1.53270 0.86682 -0.36282
H 0.05672 -2.90213 0.04944
N -0.43933 0.65003 -0.54427
O 0.27439 1.78656 -0.45926
O -0.88832 -2.84204 -0.32903
S 1.52555 -1.24689 -0.54839
S -2.69761 -0.99992 -1.08573
*
```

Calculated values
Relative energy (zero: lowest compared OMol25 entry of this formula, charge and spin) in kcal per mole: 103.6
Frontier orbital gap in eV: 7.777
LUMO energy in hartree: -0.04030
HOMO level in eV: -8.87
Structure (SMILES): CONC(=S)C(O)=S

***

Here is the molecule C6H9NO2 at a distorted geometry from OMol25. Energies are from ωB97M-V/def2-TZVPD.

Structure (ORCA input):
```
! RIJCOSX wB97M-V def2-TZVPD def2/J DEFGRID3
* xyz 0 1
C -0.73673 0.52770 -0.20348
C -1.39630 -0.73635 0.10086
C -2.84927 -0.95001 -0.19640
C 0.42964 1.04638 0.62854
C 1.71020 0.43655 0.10517
N 2.52736 -0.07586 1.08530
C 2.14397 0.77582 -1.12994
O -0.33787 -0.55652 -0.98785
O 0.30812 1.66851 1.65240
H -1.34195 1.31423 -0.65588
H -0.97700 -1.35405 0.89304
H 3.41250 -0.49681 0.82639
H 2.14145 -0.27724 1.98065
H -3.44310 -0.72124 0.69017
H -3.17629 -0.31368 -1.01672
H -3.03302 -1.98883 -0.47286
H 1.45889 1.12154 -1.87102
H 3.15940 0.57985 -1.42838
*
```

Calculated values
Relative energy (zero: lowest compared OMol25 entry of this formula, charge and spin) in kcal per mole: 62.8
Frontier orbital gap in eV: 8.994
LUMO energy in hartree: 0.03283
HOMO level in eV: -8.10
Structure (SMILES): C=C(N)C(=O)[C@H]1O[C@@H]1C

***

Here is a structure of composition C24H15Cl2N5O2SbSe4Zr at a distorted geometry from OMol25. Energies are from ωB97M-V/def2-TZVPD.

Structure (ORCA input):
```
! RIJCOSX wB97M-V def2-TZVPD def2/J DEFGRID3
* xyz -1 1
Zr 0.23234 0.74991 0.29915
O 3.60325 0.21086 2.64989
C 2.46857 0.40794 2.25007
N 2.03439 1.26845 1.29819
C 2.78973 1.76970 0.21354
C 4.13312 1.49735 -0.03581
C 4.72686 1.94755 -1.20442
C 3.99897 2.67334 -2.14022
C 2.66067 2.95648 -1.92078
C 2.03984 2.51460 -0.75614
N 0.67241 2.68747 -0.42197
C -0.34402 3.06742 -1.23971
O -0.30976 3.54259 -2.36407
C -1.69611 2.75622 -0.56557
C -2.85407 2.71281 -1.32302
C -4.04013 2.40666 -0.68270
C -4.03581 2.22332 0.69417
C -2.82888 2.27122 1.36297
N -1.66206 2.49100 0.75508
C 1.30150 -0.39864 2.82530
C 1.55171 -1.58446 3.49161
C 0.47929 -2.33132 3.93836
C -0.80383 -1.83737 3.76256
C -0.96529 -0.64729 3.08666
N 0.05776 0.06282 2.58520
H 4.68967 0.93288 0.69695
H 5.77056 1.72417 -1.38724
H 4.47493 3.02071 -3.04836
H 2.07622 3.51259 -2.63913
H -2.78772 2.89633 -2.38572
H -4.95921 2.28970 -1.24104
H -4.94367 1.97808 1.22636
H -2.77901 2.08581 2.42983
H 2.57944 -1.89168 3.61827
H 0.63529 -3.29065 4.41471
H -1.67553 -2.38840 4.08392
H -1.95382 -0.24849 2.90948
Se -3.63259 -2.80234 -2.59022
Sb -3.30385 -2.56791 -0.13384
Se -2.19640 -4.49283 0.78137
Se -5.50268 -1.94645 0.63500
Se -1.79122 -0.59214 0.05073
Cl 0.12844 0.38661 -2.53511
C 0.19764 -1.34107 -2.34848
C -0.46522 -2.14526 -3.21217
C -0.51219 -3.52770 -2.92967
C 0.13784 -4.06073 -1.81096
C 0.84613 -3.23984 -0.96660
Cl 1.62055 -3.90479 0.41123
C 0.86656 -1.80354 -1.13458
N 1.30105 -0.97484 -0.24473
H -1.00564 -1.73232 -4.05080
H -1.08754 -4.18045 -3.57165
H 0.06155 -5.11408 -1.58592
*
```

Calculated values
Frontier orbital gap in eV: 3.834
LUMO energy in hartree: -0.02730
HOMO level in eV: -4.58

***

Here is the ion C2H6N3S2 with charge +1 at a distorted geometry from OMol25. Energies are from ωB97M-V/def2-TZVPD.

Structure (ORCA input):
```
! RIJCOSX wB97M-V def2-TZVPD def2/J DEFGRID3
* xyz 1 1
C 0.88529 1.26191 0.76888
C 0.52116 -0.29182 0.52667
N 1.89384 -0.98883 0.55676
N 2.76828 -0.31753 -0.03798
N -0.14529 -0.58986 -0.77794
S 4.27149 -0.55911 -0.07798
S 2.04453 1.42665 -0.56433
H -0.00653 1.93381 0.65404
H 1.52544 1.28916 1.65625
H -0.07674 -0.76164 1.45325
H -0.93445 0.11227 -1.04585
H -0.48481 -1.60289 -0.74726
H 0.57291 -0.40905 -1.52419
*
```

Calculated values
Relative energy (zero: lowest compared OMol25 entry of this formula, charge and spin) in kcal per mole: 95.2
Frontier orbital gap in eV: 8.140
LUMO energy in hartree: -0.17657
HOMO level in eV: -12.94
Structure (SMILES): [NH3+][C@@H]1CS[N+]([S-])=N1

***

Here is the ion C2H3N4 with charge +1 at a distorted geometry from OMol25. Energies are from ωB97M-V/def2-TZVPD.

Structure (ORCA input):
```
! RIJCOSX wB97M-V def2-TZVPD def2/J DEFGRID3
* xyz 1 1
C -2.42106 -0.10032 0.50913
C -0.29111 -0.13563 0.23576
N -3.09469 -0.20802 -0.40931
N -1.22315 0.13894 0.99599
N 1.00192 0.18004 0.65002
N 1.89128 0.24922 -0.13400
H -0.31202 -0.66954 -0.86074
H 2.82131 0.51708 0.19607
H 1.62752 0.02824 -1.18290
*
```

Calculated values
Relative energy (zero: lowest compared OMol25 entry of this formula, charge and spin) in kcal per mole: 18.1
Frontier orbital gap in eV: 8.252
LUMO energy in hartree: -0.28941
HOMO level in eV: -16.13
Structure (SMILES): N#C/N=C/N=[NH2+]